18
Properties=species:S:1:pos:R:3:forces:R:3 method="wB97M-V/def2-TZVPD" relative_energy_kj_mol=0.00 total_energy_ha=-473.32907 smiles=Nc1ccc2cncnc2c1 max_force_ha_per_bohr=0.044 gap_ev=8.886 total_charge=0 e_homo_ha=-0.3153
N 3.096945 -0.661508 -0.062388 -0.214 -2.140 -0.410
C 1.781006 -0.311356 0.017732 -0.678 0.549 -0.517
C 1.489463 1.088450 -0.086943 -0.169 0.400 0.832
C 0.216471 1.573566 -0.036752 -0.058 0.474 -0.443
C -0.869320 0.645873 -0.061000 -0.114 1.438 0.549
C -2.223112 1.088920 0.034223 0.893 -0.924 -0.195
N -3.226219 0.240303 0.056291 0.056 1.435 -0.074
C -2.863891 -1.031073 -0.047803 -0.317 -2.189 -0.402
N -1.669666 -1.569913 -0.060054 0.662 0.005 -0.045
C -0.588187 -0.724406 -0.028443 -0.817 -0.212 0.355
C 0.749765 -1.197949 0.084489 -1.102 -1.124 -0.738
H 3.322243 -1.678158 -0.003121 -0.089 1.650 0.218
H 3.681792 0.007244 0.358521 1.222 0.290 0.416
H 2.336433 1.762181 -0.067021 0.005 0.134 -0.173
H -0.003566 2.674498 -0.033448 0.347 -1.208 -0.020
H -2.421174 2.150977 0.076677 -0.154 0.134 0.067
H -3.686368 -1.761716 -0.186085 0.424 0.539 0.331
H 0.877377 -2.295932 0.045131 0.102 0.750 0.250